Record 1
# C5H6IN3O2

A single C5H6IN3O2 molecule in a non-equilibrium geometry (ωB97M-V/def2-TZVPD, the Open Molecules 2025 dataset).

## Properties
HOMO (alpha / beta) = -8.3 / -8.3 eV
frontier orbital gap (alpha / beta) = 8.5 / 8.5 eV
ΔE to the lowest compared entry with this formula, charge and spin = 0.000 eV
total charge = 0
total energy = -21944.767 eV
largest force on an atom = 3.99 eV Å⁻¹
SMILES = Cc1n(C)nc(C(=O)I)[n+]1[O-]

```
17
Properties=species:S:1:pos:R:3:forces:R:3
C -1.4466 -0.1593 -1.7358 -0.3 1.0 0.7
C -0.7072 -0.0735 -0.4870 0.2 2.8 2.8
N 0.3994 -0.6534 -0.0474 0.9 -2.0 -1.8
C 1.0286 -1.8271 -0.6524 0.5 2.5 -2.1
N 1.0014 -0.0455 0.9348 1.1 -1.2 0.7
C 0.2484 0.9550 1.2784 -0.3 0.7 0.7
C 0.6284 1.8159 2.5033 -0.9 -0.8 -1.2
O -0.0636 2.5541 3.1109 -0.1 0.0 -0.4
I 2.6188 1.4379 3.1259 0.5 0.0 0.2
N -0.8515 0.9768 0.4447 0.6 -1.0 -1.3
O -1.7355 1.8381 0.4077 -1.6 1.3 0.0
H -2.2847 -0.7773 -1.6389 -1.9 -0.4 0.3
H -1.6779 0.8328 -2.1220 -0.3 0.0 0.4
H -0.9402 -0.6460 -2.4881 1.9 -1.0 -1.6
H 1.3922 -1.6293 -1.6795 -0.5 0.5 0.2
H 1.9338 -1.9174 -0.1741 1.7 -0.9 1.7
H 0.4561 -2.6818 -0.7804 -1.4 -1.5 0.7
```
Forces are in eV/Å.

Record 2
# C5H7NO

A single C5H7NO molecule (ωB97M-V/def2-TZVPD, the Open Molecules 2025 dataset).

## Properties
HOMO = -9.6 eV
frontier orbital gap = 10.5 eV
ΔE to the lowest compared entry with this formula, charge and spin = 2.978 eV
total charge = 0
total energy = -8833.225 eV
largest force on an atom = 0.57 eV Å⁻¹
SMILES = C/N=C/C#CCO

```
14
Properties=species:S:1:pos:R:3:forces:R:3
C -3.1612 -0.0996 -0.1136 -0.2 -0.1 0.0
N -1.7781 -0.1479 0.2930 0.3 0.2 -0.3
C -0.9922 0.6847 -0.2515 -0.1 -0.3 0.0
C 0.4286 0.5663 -0.0565 0.6 0.0 0.0
C 1.6175 0.3576 -0.0222 -0.5 0.0 0.1
C 3.0140 -0.0958 0.0602 0.0 0.3 -0.2
O 3.1227 -1.3890 0.6171 0.0 -0.1 0.3
H -3.3770 -1.0285 -0.6544 -0.1 0.1 0.1
H -3.4067 0.7456 -0.7799 0.0 -0.1 0.3
H -3.7783 -0.0882 0.7904 -0.1 0.1 -0.3
H -1.3480 1.4461 -0.9629 0.1 -0.1 0.2
H 3.6335 0.6382 0.5993 -0.2 -0.1 -0.1
H 3.4141 -0.1765 -0.9549 0.0 0.1 0.1
H 2.6111 -1.4132 1.4359 0.1 0.0 -0.1
```
Forces are in eV/Å.

Record 3
# C5H12OS

A 2-piece molecular cluster, C5H12OS overall in a non-equilibrium geometry (ωB97M-V/def2-TZVPD, the Open Molecules 2025 dataset).

## Properties
HOMO = -8.5 eV
frontier orbital gap = 9.2 eV
ΔE to the lowest compared entry with this formula, charge and spin = 1.024 eV
total charge = 0
total energy = -18261.441 eV
largest force on an atom = 1.99 eV Å⁻¹
SMILES = C=C(C)O.CSC

```
19
Properties=species:S:1:pos:R:3:forces:R:3
C -1.9782 2.5193 -1.5408 0.0 -1.4 0.6
C -1.5418 1.5379 -0.7094 -0.7 0.9 -1.6
C -1.2125 1.7070 0.7325 0.3 0.3 0.0
O -1.4099 0.2602 -1.2070 0.4 0.2 0.2
H -2.1520 3.5127 -1.1547 0.0 0.0 0.0
H -2.2740 2.2812 -2.5774 0.4 0.2 0.7
H -1.7778 2.5146 1.1670 -0.2 0.4 0.1
H -1.4264 0.8129 1.2932 -0.1 -0.4 0.1
H -0.1546 1.9305 0.8652 0.1 0.0 0.0
H -0.6945 -0.1700 -0.7071 -0.3 -0.1 0.1
C 2.2759 -0.3546 0.0997 0.0 -0.1 -0.7
S 0.9661 -1.1489 1.0573 0.3 -0.7 -0.3
C 1.2403 -2.8262 0.3491 0.6 -0.4 -0.1
H 2.1611 -0.6538 -0.9727 0.2 0.4 0.8
H 3.2635 -0.6474 0.4714 -0.2 0.0 -0.1
H 2.1849 0.7290 0.1907 -0.1 -0.1 -0.1
H 0.9449 -3.6304 1.0666 0.0 0.8 -0.7
H 0.7128 -2.9006 -0.6197 0.1 -0.2 0.6
H 2.3314 -2.9785 0.1301 -0.9 0.3 0.4
```
Forces are in eV/Å.

Record 4
# C5H11NO

A 2-piece molecular cluster, C5H11NO overall in a non-equilibrium geometry (ωB97M-V/def2-TZVPD, the Open Molecules 2025 dataset).

## Properties
HOMO = -8.0 eV
frontier orbital gap = 8.4 eV
ΔE to the lowest compared entry with this formula, charge and spin = 3.969 eV
total charge = 0
total energy = -8897.728 eV
largest force on an atom = 3.94 eV Å⁻¹
SMILES = C=C(N)/C=C/C.O

```
18
Properties=species:S:1:pos:R:3:forces:R:3
C 1.8423 -0.4292 1.6316 -1.5 -0.5 -3.1
C 1.0442 -0.5413 0.4972 -0.7 0.1 0.1
N -0.2945 0.0580 0.3802 0.4 2.3 0.9
C 1.4994 -1.0962 -0.8086 -0.5 -1.0 -0.4
C 0.6427 -1.1784 -1.8961 0.6 1.0 1.7
C 1.1421 -0.8223 -3.2828 -1.5 0.4 -0.3
H 1.6542 0.4951 2.1057 -0.1 0.4 1.6
H 2.6927 -1.0924 1.8309 -0.3 0.7 -0.3
H -0.4146 1.0404 0.8460 0.4 -2.7 -0.9
H -0.7679 0.1001 -0.5618 1.5 0.0 1.5
H 2.6098 -1.3173 -0.8180 -1.4 0.7 -0.6
H -0.4677 -1.3120 -1.6613 1.6 0.6 -0.7
H 1.2896 0.2735 -3.5462 0.1 -1.2 1.1
H 0.4812 -1.1290 -4.0809 -0.5 -0.4 -0.1
H 2.0021 -1.3942 -3.4337 1.9 -0.4 -0.4
O -5.1066 3.2283 4.3605 2.0 -1.8 -2.9
H -5.2579 2.4123 4.8131 -0.8 -0.6 1.6
H -4.5911 2.7047 3.6239 -1.1 2.3 1.3
```
Forces are in eV/Å.

Q: What is the ΔE to the lowest compared entry with this formula, charge and spin in the third record?
A: 1.024 eV

Q: Look up the ΔE to the lowest compared entry with this formula, charge and spin of the third one.
A: 1.024 eV